Below is a cluster of 2 separate species, C16H33NO7S2 in total in a non-equilibrium geometry, with properties calculated with ωB97M-V with the def2-TZVPD basis set.

HOMO level: -8.83 eV
structure (SMILES): O=C1O[C@H](CCCS(=O)(=O)O)C[C@@H]1CCCS.COCCNCCOC
LUMO energy: -0.1556 eV

Structure (XYZ):
```
59
Properties=species:S:1:pos:R:3:forces:R:3
O 6.2807 -0.2176 2.5665 -7.3 4.5 -3.7
C 5.2850 0.4652 1.9763 3.0 -1.8 1.4
O 3.8130 0.1879 2.0715 2.6 -0.4 -0.5
C 3.0376 0.9216 1.0591 0.5 2.4 -0.8
C 1.5535 0.3926 0.6056 -0.3 0.7 1.2
C 0.7886 1.6909 -0.1194 0.7 0.1 0.3
C -0.8076 1.3907 -0.4369 1.6 -0.4 -0.5
S -1.8178 2.6890 0.4910 -5.0 4.4 -2.7
O -1.5172 4.0611 -0.1779 0.2 -5.1 3.0
O -3.3667 2.4487 0.3979 5.8 -0.2 1.1
O -1.3453 2.6764 2.1301 -1.6 -0.8 -1.5
C 4.1882 1.1944 -0.1114 -0.3 -0.6 0.7
C 5.3602 1.7478 0.9434 -0.2 -0.8 -0.4
C 6.8054 2.2209 0.3314 -0.6 0.9 0.0
C 6.5203 3.6492 -0.4836 0.3 0.2 -0.2
C 6.3431 4.9241 0.5717 -0.2 -1.9 0.5
S 4.5053 5.4277 0.4540 0.0 -0.1 0.7
H 2.7974 1.9631 1.5896 0.5 -2.0 -1.3
H 0.9464 0.2048 1.6153 1.3 0.1 -2.2
H 1.5479 -0.5685 -0.0619 0.1 1.9 1.2
H 1.4055 1.9895 -1.0953 -1.7 -0.7 2.0
H 0.8244 2.6435 0.5970 0.2 -2.2 -1.5
H -0.9799 1.5714 -1.6036 -0.2 -0.3 2.9
H -1.1236 0.3129 -0.1067 0.4 2.2 -0.6
H -2.1271 2.3433 2.6935 1.3 0.7 -1.5
H 4.4624 0.1401 -0.5953 -0.3 2.2 1.3
H 3.9084 1.8677 -1.0274 0.4 -0.9 2.2
H 4.8992 2.6788 1.5143 0.9 -2.0 -1.1
H 7.5254 2.4273 1.2608 -1.4 -0.6 -2.3
H 7.2747 1.4959 -0.4582 -1.0 1.0 1.9
H 5.5227 3.5763 -1.1287 2.2 0.0 1.5
H 7.3766 3.8797 -1.2827 -1.6 -0.6 2.0
H 7.0738 5.8144 0.3486 -1.9 -1.6 0.4
H 6.4895 4.5462 1.6875 0.0 0.9 -2.4
H 3.7516 4.5465 1.2907 1.6 0.9 -0.9
C -4.0756 -0.4273 -0.5088 0.0 0.0 -0.3
O -3.4005 -1.3963 -1.2996 0.3 0.0 0.5
C -2.5116 -2.2261 -0.5428 -0.2 -0.5 -0.5
C -3.0530 -3.6644 -0.4566 -0.2 0.7 0.3
N -4.2364 -3.7343 0.4070 0.3 -0.2 -0.2
C -4.9521 -5.0106 0.3184 -0.3 0.3 -0.1
C -5.5667 -5.3910 -1.0444 -0.3 -0.2 0.4
O -6.6506 -4.5532 -1.4504 0.6 -0.2 -0.1
C -6.2580 -3.3476 -2.0912 -0.3 -0.1 0.1
H -4.5830 0.2683 -1.1829 0.2 -0.1 0.1
H -4.8312 -0.8994 0.1228 0.0 0.1 0.2
H -3.3717 0.1399 0.1082 -0.3 -0.1 0.0
H -2.3038 -1.8121 0.4533 -0.3 -0.1 0.0
H -1.5636 -2.2471 -1.0927 0.0 -0.1 0.0
H -2.2715 -4.3187 -0.0564 -0.1 0.0 0.0
H -3.2842 -3.9881 -1.4748 0.2 0.0 -0.2
H -4.8765 -2.9913 0.1524 0.1 -0.1 0.0
H -5.7678 -4.9571 1.0495 0.1 -0.1 -0.1
H -4.2886 -5.8163 0.6508 0.0 0.0 -0.1
H -5.9953 -6.3941 -0.9347 0.0 0.1 0.0
H -4.8174 -5.4742 -1.8387 0.0 0.2 0.0
H -5.3367 -3.4630 -2.6711 0.0 0.0 0.1
H -6.1487 -2.5522 -1.3513 0.2 0.2 -0.1
H -7.0570 -3.0472 -2.7728 0.0 -0.1 0.1
```
Positions in Å, forces in eV/Å.